*i*
Density functional theory data (wB97M-V/def2-TZVPD) for one molecule with the formula CH5BS.

```
8
Properties=species:S:1:pos:R:3
B -0.7910 0.8577 0.1744
C 0.7688 -1.2044 -0.0299
S 1.0229 0.6156 0.0319
H -1.3843 0.9001 -0.8263
H -1.3154 0.6617 1.1653
H -0.4106 -1.2679 -0.0765
H 0.9439 -1.4608 0.9614
H 1.1656 0.8979 -1.4003
```

Summary:
* molecular weight: 59.93 Da
* orbital gap: 8.15 eV

These are the Mulliken partial charges, in e, on atoms 1 to 5:
1. B 0.1612
2. C -0.6470
3. S -0.0450
4. H -0.0312
5. H -0.0198

***

*ii*
Density functional theory data (wB97M-V/def2-TZVPD) for a 2-piece molecular cluster, CH5BS overall.

```
8
Properties=species:S:1:pos:R:3
B 0.6389 -0.3301 0.6782
C -1.4081 0.1987 -0.3968
S 1.8130 -0.2496 -0.5781
H 0.6170 -0.2452 1.9073
H -2.1576 -0.5470 -0.4346
H -0.9619 0.3975 -1.4127
H -1.5112 1.0321 0.1613
H 2.9700 -0.2564 0.0753
```

Summary:
* molecular weight: 59.93 Da
* orbital gap: 9.03 eV

These are the Mulliken partial charges, in e, on atoms 1 to 5:
1. B 0.2417
2. C -0.9386
3. S -0.2070
4. H -0.0157
5. H 0.2724

***

The winner here is *ii*, beating the second structure by 31.5 kcal/mol.

***

*i*
Density functional theory data (wB97M-V/def2-TZVPD) for a 2-piece molecular cluster, CH5BS overall.

```
8
Properties=species:S:1:pos:R:3
B -0.3207 -0.7683 -0.3970
C 0.0651 0.0273 0.7677
S -1.1221 1.0595 -0.2235
H 0.4520 -0.6295 -1.2773
H -1.2135 -1.5078 -0.2138
H 1.4209 0.5572 0.7291
H -0.3792 0.0057 1.7363
H -0.1595 1.5319 -1.1510
```

Summary:
* molecular weight: 59.93 Da
* orbital gap: 10.67 eV

These are the Mulliken partial charges, in e, on atoms 1 to 5:
1. B 0.0701
2. C -0.3566
3. S -0.1708
4. H -0.1074
5. H -0.0943

***

*ii*
Density functional theory data (wB97M-V/def2-TZVPD) for CH5BS as an isolated structure.

```
8
Properties=species:S:1:pos:R:3
B -0.3165 0.8955 0.2501
C -0.1697 -0.6869 0.3985
S 1.5596 0.0483 0.0842
H -0.5113 1.1423 -0.8163
H -0.7326 1.5210 1.1376
H -0.7144 -1.4477 -0.5869
H -0.1632 -1.4750 1.1311
H 1.7187 0.1138 -1.3024
```

Summary:
* molecular weight: 59.93 Da
* orbital gap: 10.44 eV

These are the Mulliken partial charges, in e, on atoms 1 to 5:
1. B 0.1252
2. C -0.4356
3. S -0.2014
4. H -0.1059
5. H -0.0995

***

The winner here is *ii*, beating the second structure by 4.8 kcal/mol.

***

*i*
Density functional theory data (wB97M-V/def2-TZVPD) for C6H5NO as an isolated structure.

```
13
Properties=species:S:1:pos:R:3
C -0.6677 1.5507 -0.5933
C -0.2826 0.6185 -1.4698
C 0.8361 0.6536 1.1280
C 1.3061 -0.2901 0.3059
C -0.5267 0.8870 0.6878
C 0.1131 -0.5024 -0.5674
N -0.8425 -1.2880 -0.2322
O -0.5478 -2.2235 0.7467
H -1.0909 2.5261 -0.7388
H -0.3460 0.5495 -2.5353
H 1.2652 1.0847 2.0138
H 2.1805 -0.9079 0.3326
H -1.3967 -2.6582 0.9217
```

Summary:
* molecular weight: 107.11 Da
* orbital gap: 8.01 eV

These are the Mulliken partial charges, in e, on atoms 1 to 5:
1. C 0.0006
2. C -0.9320
3. C 0.0783
4. C -1.0226
5. C -0.8478

***

*ii*
Density functional theory data (wB97M-V/def2-TZVPD) for one molecule with the formula C6H5NO.

```
13
Properties=species:S:1:pos:R:3
C -1.1063 1.1271 -1.8526
C -0.5085 0.2018 -2.6576
C -1.5053 1.9239 -1.0245
C 0.2977 -0.7193 -2.1806
C 0.3189 0.0139 0.1268
C 0.6251 -0.6595 2.3452
N 0.5835 -0.7292 -0.7777
O 0.3406 0.3529 1.3493
H -1.9397 2.6645 -0.4187
H 0.8269 -1.4931 -2.7015
H -0.3213 -1.0815 2.6883
H 1.1358 -0.1502 3.1631
H 1.2525 -1.4511 1.9405
```

Summary:
* molecular weight: 107.11 Da
* orbital gap (spin up / spin down): 6.99 / 6.99 eV

These are the Mulliken partial charges, in e, on atoms 1 to 5:
1. C 0.6418
2. C -1.1862
3. C -0.2974
4. C -0.1848
5. C 0.5141

***

The winner here is *ii*, beating the second structure by 9.1 kcal/mol.

***

*i*
Density functional theory data (wB97M-V/def2-TZVPD) for one molecule with the formula C6H5NO.

```
13
Properties=species:S:1:pos:R:3
N -3.0235 -0.6454 0.6403
C -1.9158 -0.3613 0.6998
C -0.3968 -0.1353 0.6652
O 0.0965 -0.4789 1.9602
C 0.2162 -1.1427 -0.3430
C 0.9936 -0.4305 -1.1844
C 0.8211 1.0333 -0.9171
C -0.0462 1.2001 0.0604
H 1.0308 0.0660 1.9447
H -0.1574 -2.1938 -0.4346
H 1.4177 -0.8659 -2.0345
H 1.5048 1.7976 -1.4380
H -0.5410 2.1569 0.3812
```

Summary:
* molecular weight: 107.11 Da
* orbital gap: 9.30 eV

These are the Mulliken partial charges, in e, on atoms 1 to 5:
1. N -0.3969
2. C -0.1821
3. C 1.3628
4. O -0.5518
5. C -0.7237

***

*ii*
Density functional theory data (wB97M-V/def2-TZVPD) for one molecule with the formula C6H5NO.

```
13
Properties=species:S:1:pos:R:3
C 2.8415 -0.5865 -0.0020
C 1.6803 -0.6602 -0.0436
C 0.3319 -0.7237 -0.0075
N -0.3570 -1.9487 0.0672
C -1.6104 -1.5810 -0.0062
O -1.8018 -0.3035 -0.0909
C -0.5873 0.2771 -0.1824
C -0.4800 1.7209 0.0642
H 3.8145 -0.3694 -0.2397
H -2.5488 -2.0086 0.0717
H -1.1868 2.1813 -0.6291
H 0.5383 2.0629 -0.0940
H -0.6343 1.9393 1.0923
```

Summary:
* molecular weight: 107.11 Da
* orbital gap: 9.65 eV

These are the Mulliken partial charges, in e, on atoms 1 to 5:
1. C -0.0344
2. C -0.8884
3. C 0.8061
4. N -0.6410
5. C 0.0379

***

*iii*
Density functional theory data (wB97M-V/def2-TZVPD) for one molecule with the formula C6H5NO.

```
13
Properties=species:S:1:pos:R:3
O 1.8628 1.5488 0.5253
C 0.9732 0.7984 0.1826
C 1.1433 -0.6251 0.4869
C 0.3215 -1.6625 0.3696
C -1.0572 -1.6153 -0.0373
C -1.7639 -0.5264 -0.4875
C -1.3179 0.8377 -0.6839
N -0.1546 1.3645 -0.4500
H 2.1787 -0.8159 0.8205
H 0.7362 -2.6632 0.6392
H -1.6200 -2.5415 0.2534
H -2.8172 -0.7045 -0.6988
H -2.0925 1.5429 -1.0494
```

Summary:
* molecular weight: 107.11 Da
* orbital gap: 8.60 eV

These are the Mulliken partial charges, in e, on atoms 1 to 5:
1. O -0.5425
2. C 0.3840
3. C -0.2950
4. C -0.1351
5. C -0.1743

***

The winner here is *iii*, beating the second structure by 23.7 kcal/mol.

***

*i*
Density functional theory data (wB97M-V/def2-TZVPD) for one molecule with the formula C6H5NO.

```
13
Properties=species:S:1:pos:R:3
N -2.6119 -0.1575 -1.3108
C -2.0043 -0.0007 -0.2185
C -0.9185 -0.0228 0.6399
C 0.1153 -1.1518 0.4117
C 1.2458 -1.0690 -0.3256
O 1.8757 0.0240 -0.8050
C 1.0536 1.1395 -0.4384
C -0.0486 1.1816 0.3258
H -1.1857 -0.1448 1.7243
H -0.0044 -2.1164 0.4773
H 1.6884 -2.0658 -0.6493
H 1.4388 2.2676 -0.7798
H -0.6442 2.1162 0.9485
```

Summary:
* molecular weight: 107.11 Da
* orbital gap: 10.13 eV

These are the Mulliken partial charges, in e, on atoms 1 to 5:
1. N -0.4863
2. C 0.3883
3. C 0.2026
4. C -0.6583
5. C -0.0752

***

*ii*
Density functional theory data (wB97M-V/def2-TZVPD) for one molecule with the formula C6H5NO.

```
13
Properties=species:S:1:pos:R:3
C -2.4748 -0.0715 -0.0490
C -1.3479 0.7259 0.0981
C 0.0390 0.0844 0.2898
C 0.5154 -1.1474 0.1680
N 1.8919 -1.3441 -0.0897
C 2.5501 -0.1807 -0.0174
C 1.3482 0.9600 0.0340
O 1.4877 2.1340 0.0453
H -2.6284 -1.1739 -0.3213
H -3.4580 0.2820 -0.3395
H -1.4716 1.7672 -0.0878
H -0.1196 -2.0011 0.5154
H 3.6681 -0.0349 -0.2459
```

Summary:
* molecular weight: 107.11 Da
* orbital gap: 7.84 eV

These are the Mulliken partial charges, in e, on atoms 1 to 5:
1. C -0.7821
2. C -0.2339
3. C 0.2686
4. C -0.1652
5. N -0.4781

***

The winner here is *ii*, beating the second structure by 27.2 kcal/mol.

***

*i*
Density functional theory data (wB97M-V/def2-TZVPD) for a 2-piece molecular cluster, CH4N2O overall.

```
8
Properties=species:S:1:pos:R:3
C -0.5048 0.4886 -0.1236
N -2.5577 0.1062 0.1657
N 1.7293 -0.2301 0.2759
O 0.3198 -0.4290 0.1000
H -0.1162 1.4797 0.1268
H -2.7376 -0.8833 -0.0528
H 1.9870 -1.1374 -0.1970
H 1.8803 0.6053 -0.2950
```

Summary:
* molecular weight: 60.06 Da
* orbital gap (spin up / spin down): 7.49 / 8.70 eV

These are the Mulliken partial charges, in e, on atoms 1 to 5:
1. C -0.0176
2. N -0.4104
3. N -0.4388
4. O -0.1131
5. H 0.2234

***

*ii*
Density functional theory data (wB97M-V/def2-TZVPD) for a 2-piece molecular cluster, CH4N2O overall.

```
8
Properties=species:S:1:pos:R:3
C -1.7755 -0.2752 0.4052
N -0.5325 -0.2135 0.1774
N 2.1160 0.1925 0.2464
O 0.3621 -0.4792 -0.5651
H -2.2957 0.2313 1.2631
H -2.4580 -0.9679 -0.0520
H 1.8114 0.5238 1.1093
H 2.1298 -0.7959 0.1971
```

Summary:
* molecular weight: 60.06 Da
* orbital gap (spin up / spin down): 9.64 / 9.06 eV

These are the Mulliken partial charges, in e, on atoms 1 to 5:
1. C -0.3039
2. N 0.2531
3. N -0.4931
4. O -0.4356
5. H 0.2135

***

*iii*
Density functional theory data (wB97M-V/def2-TZVPD) for one molecule with the formula CH4N2O.

```
8
Properties=species:S:1:pos:R:3
N -0.7782 0.8560 0.1150
C -0.1875 -0.2996 0.5203
N 1.0151 -0.3889 -0.2922
O -0.6594 -1.2262 1.1589
H -1.7341 1.1115 0.3148
H -0.6047 1.0725 -0.8606
H 1.0751 -1.0476 -0.9906
H 1.8739 -0.0777 0.0343
```

Summary:
* molecular weight: 60.06 Da
* orbital gap: 10.48 eV

These are the Mulliken partial charges, in e, on atoms 1 to 5:
1. N -0.4022
2. C 0.4778
3. N -0.3973
4. O -0.5283
5. H 0.2351

***

*iv*
Density functional theory data (wB97M-V/def2-TZVPD) for one molecule with the formula CH4N2O.

```
8
Properties=species:S:1:pos:R:3
H -1.8049 0.8234 0.3401
N -1.6700 -0.0689 -0.0446
C -0.4663 -0.3275 -0.2680
N 0.5433 0.5312 -0.3944
O 1.7250 -0.1118 -0.0476
H -0.0119 -1.2244 -0.6293
H 0.3369 1.1913 0.3127
H 1.3477 -0.8134 0.7310
```

Summary:
* molecular weight: 60.06 Da
* orbital gap: 10.60 eV

These are the Mulliken partial charges, in e, on atoms 1 to 5:
1. H 0.2026
2. N -0.5916
3. C -0.1078
4. N -0.1682
5. O -0.3884

***

The winner here is *iii*, beating the second structure by 74.7 kcal/mol.